(1)
A molecular structure, C38H29Cl2IrN2O5S. Source: the OMol25 dataset; level of theory: ωB97M-V/def2-TZVPD.

Values from the calculation:
orbital gap (alpha / beta): 0.1621 / 0.1652 Eh
charge: +1
multiplicity: 2
energy relative to the best compared isomer or geometry (same formula, charge and spin): 209.35 kJ/mol
<S²>: 0.76

Structure (XYZ):
```
78
Properties=species:S:1:pos:R:3:forces:R:3
Ir -2.1738 -1.3064 -0.2705 -0.381 0.274 0.435
C -2.2857 -4.5724 -0.5354 -0.017 0.055 0.053
C -3.6405 -3.9432 -0.4264 0.088 -0.122 -0.151
C -4.7747 -4.7784 -0.5089 -0.013 0.017 0.047
C -6.0239 -4.2437 -0.4755 0.054 0.040 -0.006
C -6.1688 -2.8463 -0.3470 -0.050 -0.038 0.015
C -7.4359 -2.2226 -0.3230 0.009 0.009 0.005
C -7.5242 -0.8657 -0.1882 -0.008 -0.010 -0.021
C -6.3624 -0.0867 -0.0617 0.026 -0.001 0.028
C -5.1152 -0.6653 -0.0769 -0.001 -0.120 -0.008
S -3.6520 0.2595 0.1309 -0.537 0.376 0.160
C -5.0027 -2.0657 -0.2410 0.074 0.067 0.092
N -3.7321 -2.6306 -0.2879 -0.324 -0.251 -0.278
H -2.3688 -5.5830 -0.9274 0.013 0.000 -0.036
H -1.8282 -4.6341 0.4520 0.011 0.005 -0.013
H -1.6451 -3.9959 -1.2083 0.024 0.034 0.041
H -4.6230 -5.8434 -0.6113 0.001 -0.001 -0.016
H -6.9037 -4.8698 -0.5541 -0.005 0.006 0.004
H -8.3215 -2.8373 -0.4162 -0.005 0.005 0.001
H -8.4908 -0.3802 -0.1802 -0.001 -0.003 0.015
H -6.4434 0.9866 0.0551 -0.003 0.000 -0.003
O 1.4332 -0.6400 -0.3099 0.129 -0.367 -0.334
C 2.6086 -1.1282 -0.1046 0.051 0.145 0.189
C 0.6252 -3.6474 0.7074 0.049 0.024 0.037
O 1.4425 -4.3851 0.3535 -0.011 0.017 -0.005
O -0.1835 -2.8906 1.0593 0.209 -0.011 0.005
C 3.1927 -1.7359 -1.2882 -0.084 0.044 0.061
C 4.2160 -2.6942 -1.2634 0.022 0.017 -0.015
C 4.7106 -3.2061 -2.4457 -0.019 0.006 0.002
C 4.2143 -2.7574 -3.6639 0.036 -0.033 -0.020
C 3.1976 -1.8140 -3.7044 -0.039 0.030 0.043
C 2.6749 -1.3167 -2.5275 0.010 -0.053 -0.060
C 3.1799 -0.8904 1.2154 0.042 -0.079 -0.040
C 2.7785 0.2975 1.8505 0.068 0.092 0.086
C 3.2671 0.6272 3.0990 0.147 -0.148 0.037
C 4.1448 -0.2345 3.7426 -0.012 0.010 -0.021
C 4.5472 -1.4144 3.1286 -0.018 -0.003 -0.037
C 4.0843 -1.7382 1.8675 0.017 -0.014 0.072
H 0.9635 -0.2824 0.4691 -0.104 0.127 -0.102
H 4.5995 -3.0917 -0.3410 0.059 0.081 0.039
H 5.4853 -3.9593 -2.4190 0.001 0.000 0.001
H 4.6206 -3.1513 -4.5861 -0.003 -0.002 0.001
H 2.8066 -1.4702 -4.6516 0.005 0.004 -0.002
H 1.8794 -0.5871 -2.5641 -0.010 -0.001 0.006
H 2.1412 1.0227 1.3540 0.092 -0.154 -0.057
H 2.9663 1.5605 3.5566 0.140 -0.193 -0.044
H 4.5223 0.0164 4.7250 0.007 -0.002 0.000
H 5.2272 -2.0859 3.6338 -0.004 -0.007 0.006
H 4.3996 -2.6710 1.4343 -0.043 -0.045 -0.022
Cl 3.0051 4.6695 -0.2473 -0.007 -0.020 0.055
C 2.4844 4.2549 1.3522 0.070 0.040 -0.117
C 3.1844 4.7703 2.4305 -0.021 -0.036 -0.007
C 2.8477 4.3919 3.7208 -0.056 -0.024 -0.001
C 1.8194 3.4841 3.9235 -0.068 0.266 -0.005
C 1.1166 2.9976 2.8352 -0.214 0.100 -0.069
Cl -0.1508 1.8354 3.1059 0.017 0.025 -0.023
C 1.4003 3.3830 1.5169 -0.065 0.057 0.284
N 0.6909 2.8579 0.4458 0.137 -0.580 -0.315
C 0.0041 3.6501 -0.5015 -0.179 0.148 -0.295
C -0.2617 4.9904 -0.2425 -0.065 -0.073 0.005
C -0.9503 5.7633 -1.1615 0.000 0.058 0.010
C -1.3899 5.2072 -2.3508 0.000 -0.015 -0.004
C -1.1140 3.8757 -2.6169 -0.069 -0.019 0.042
C -0.4191 3.0790 -1.7149 0.122 -0.068 0.115
C -0.0370 1.6719 -2.1392 -0.072 0.159 0.094
C -0.8141 0.5172 -1.5504 0.074 -0.162 0.259
O -1.3106 -0.3782 -2.2522 0.264 0.070 -0.417
O -0.9124 0.3957 -0.2672 0.620 0.128 0.092
H 4.0014 5.4533 2.2440 -0.007 -0.004 0.007
H 3.3905 4.7963 4.5640 -0.004 -0.007 -0.004
H 1.5393 3.1654 4.9178 0.000 -0.010 0.021
H 0.2118 1.9819 0.6275 -0.189 0.183 0.101
H 0.0671 5.4284 0.6918 -0.016 -0.005 -0.003
H -1.1467 6.8040 -0.9396 -0.005 -0.003 -0.001
H -1.9335 5.8043 -3.0698 0.006 0.002 -0.005
H -1.4344 3.4389 -3.5554 0.000 0.002 0.004
H 1.0174 1.5247 -1.8729 -0.029 -0.100 0.004
H -0.1348 1.5789 -3.2189 0.069 0.061 -0.017
```
Forces are in eV/Å.


(2)
A molecular structure, C46H38GeN9O2Sn. Source: the OMol25 dataset; level of theory: ωB97M-V/def2-TZVPD.

Values from the calculation:
orbital gap: 0.2702 Eh
charge: +1
energy relative to the best compared isomer or geometry (same formula, charge and spin): 38.35 kJ/mol

Structure (XYZ):
```
97
Properties=species:S:1:pos:R:3:forces:R:3
Sn 0.0607 0.8640 0.3433 0.201 -0.683 0.121
O 3.3151 -1.1701 2.2717 0.296 0.504 -0.151
C 2.3759 -0.4337 2.0000 -0.048 -0.157 -0.233
N 1.1145 -0.7724 1.6406 -0.249 0.538 -0.112
C 0.7208 -2.1071 1.9153 -0.381 -0.722 -0.183
C 1.4310 -2.8251 2.8952 -0.158 -0.037 0.082
C 1.1521 -4.1341 3.2256 0.005 -0.041 0.072
C 0.1197 -4.8037 2.6021 -0.032 -0.219 -0.059
C -0.6381 -4.1181 1.6787 0.019 -0.018 0.163
C -0.3784 -2.7951 1.3291 0.211 0.087 0.120
N -1.3845 -2.2622 0.4205 0.322 0.593 -0.170
C -2.4011 -1.6213 1.0758 -0.073 0.188 0.159
O -2.3168 -1.2966 2.2518 0.037 0.057 -0.114
C -3.6860 -1.2376 0.3720 -0.010 0.128 -0.003
C -4.8914 -1.8119 0.7577 0.057 -0.153 0.099
C -6.0666 -1.2803 0.2596 -0.003 0.005 -0.037
C -6.0023 -0.2007 -0.6086 -0.094 -0.091 0.020
C -4.7574 0.3118 -0.9174 0.096 0.064 -0.083
N -3.6225 -0.1894 -0.4392 0.434 0.119 -0.077
C 2.6442 1.0551 2.0872 0.300 -0.060 0.132
C 3.8907 1.4685 2.5445 0.055 0.037 0.005
C 4.1495 2.8203 2.6733 -0.163 -0.001 -0.016
C 3.1358 3.7234 2.3731 0.018 -0.073 0.019
C 1.9234 3.2271 1.9387 -0.190 0.319 -0.044
N 1.6874 1.9254 1.7747 -0.332 -0.220 -0.270
H 2.2402 -2.3339 3.4071 -0.182 -0.202 0.043
H 1.7476 -4.6327 3.9788 0.021 0.046 0.035
H -0.1115 -5.8324 2.8421 -0.003 -0.017 0.017
H -1.4875 -4.6141 1.2246 0.003 0.085 0.044
H -4.9014 -2.6339 1.4603 0.012 -0.011 0.018
H -7.0255 -1.6771 0.5646 0.010 -0.095 -0.039
H -6.9013 0.2279 -1.0291 0.022 0.075 0.026
H -4.6499 1.1790 -1.5609 -0.070 -0.058 -0.054
H 4.6207 0.7116 2.7913 -0.025 -0.034 -0.055
H 5.1110 3.1729 3.0215 0.024 -0.034 -0.003
H 3.2807 4.7898 2.4767 -0.044 -0.002 0.044
H 1.0948 3.8889 1.7174 0.032 0.000 -0.003
C -0.4917 4.3903 -0.9024 -0.135 0.068 0.068
N 0.3765 3.2746 -1.2658 0.090 -0.080 -0.024
C 1.7887 3.6076 -1.3508 0.080 0.049 -0.001
C 2.6420 2.3813 -1.2874 0.080 -0.084 -0.012
N 2.2213 1.1647 -1.0488 -0.312 0.116 0.207
C 3.3594 0.3584 -1.0389 0.324 0.027 -0.114
C 3.4973 -1.0095 -0.8248 -0.005 0.063 -0.006
C 4.7745 -1.5278 -0.8646 -0.031 -0.013 -0.008
C 5.8866 -0.7255 -1.1440 0.077 0.017 0.016
C 5.7677 0.6319 -1.3725 -0.006 0.086 -0.024
C 4.4844 1.1552 -1.2982 -0.197 -0.333 0.099
N 3.9875 2.4392 -1.4444 0.023 0.058 -0.102
C -1.0870 4.1856 0.4639 0.006 -0.067 -0.010
N -1.2220 3.0188 1.0338 0.147 -0.026 0.063
C -1.8473 3.2503 2.2533 -0.126 0.452 0.073
C -2.2489 2.3559 3.2423 0.101 0.078 -0.079
C -2.8298 2.8929 4.3738 0.044 -0.178 -0.006
C -3.0186 4.2734 4.5228 0.008 0.027 0.011
C -2.6531 5.1682 3.5361 -0.017 0.097 -0.021
C -2.0704 4.6290 2.3968 -0.008 -0.387 0.127
N -1.5754 5.1955 1.2324 0.050 0.016 -0.122
H -1.3164 4.4848 -1.6146 0.067 -0.043 -0.022
H 0.0451 5.3450 -0.9267 -0.011 -0.029 -0.030
H 0.0779 2.8415 -2.1302 -0.073 0.003 0.036
H 2.0470 4.2338 -0.4935 -0.006 0.061 -0.035
H 2.0442 4.1725 -2.2589 -0.012 0.024 0.070
H 2.6384 -1.6372 -0.6302 -0.036 -0.046 0.038
H 4.9226 -2.5830 -0.6825 -0.023 -0.002 0.005
H 6.8646 -1.1855 -1.1824 0.024 0.021 -0.002
H 6.6232 1.2497 -1.6106 0.029 -0.019 0.048
H 4.5386 3.2603 -1.6274 -0.084 0.052 -0.048
H -2.1128 1.2914 3.1068 -0.037 -0.128 0.090
H -3.1463 2.2296 5.1671 -0.013 0.013 0.005
H -3.4593 4.6407 5.4396 -0.038 0.040 -0.033
H -2.8127 6.2325 3.6457 -0.012 0.000 0.034
H -1.6103 6.1685 0.9813 0.010 0.010 -0.004
Ge -1.4007 -3.1592 -1.2719 -0.073 0.221 -0.164
C -2.5519 -2.4004 -2.6621 0.317 -0.036 0.312
C -3.5449 -3.2106 -3.2051 0.040 -0.011 0.107
C -4.3262 -2.7589 -4.2597 -0.032 -0.014 -0.032
C -4.1181 -1.4922 -4.7819 -0.006 -0.060 -0.014
C -3.1210 -0.6819 -4.2559 0.055 0.104 -0.054
C -2.3399 -1.1358 -3.2064 0.020 0.044 0.103
C 0.4664 -3.2605 -1.8490 -0.329 0.045 0.140
C 0.9305 -2.4885 -2.9130 -0.092 -0.004 0.018
C 2.2169 -2.6645 -3.3995 0.072 0.028 -0.078
C 3.0550 -3.6095 -2.8267 -0.109 -0.066 -0.077
C 2.6087 -4.3709 -1.7557 0.071 -0.018 -0.043
C 1.3202 -4.2004 -1.2727 -0.021 0.017 0.061
H -1.9599 -4.5435 -0.9394 0.015 -0.119 -0.083
H -3.7038 -4.2054 -2.8046 -0.051 -0.001 -0.016
H -5.0884 -3.4010 -4.6807 -0.025 0.003 0.016
H -4.7232 -1.1426 -5.6079 -0.006 0.017 0.000
H -2.9505 0.3015 -4.6778 0.000 -0.008 0.028
H -1.5666 -0.4989 -2.7875 -0.081 0.052 -0.036
H 0.2745 -1.7640 -3.3825 0.047 -0.043 -0.045
H 2.5648 -2.0705 -4.2350 -0.001 0.010 -0.008
H 4.0476 -3.7633 -3.2296 0.034 0.028 0.042
H 3.2598 -5.1090 -1.3062 0.000 -0.025 0.015
H 0.9715 -4.8063 -0.4452 0.059 -0.025 0.009
```
Forces are in eV/Å.


(3)
A gas-phase ion, C10H10O4 (charge -2). Source: the OMol25 dataset; level of theory: ωB97M-V/def2-TZVPD.

Values from the calculation:
orbital gap: 0.1866 Eh
charge: -2
energy relative to the best compared isomer or geometry (same formula, charge and spin): 118.32 kJ/mol

Structure (XYZ):
```
24
Properties=species:S:1:pos:R:3:forces:R:3
C -2.1052 -1.6563 1.9250 -0.047 1.129 -0.304
C -1.6956 -2.1491 3.0110 -0.455 -0.139 2.126
C -1.3013 -0.4749 1.3665 0.688 0.740 -0.269
C -0.5217 -2.2996 -0.2287 -0.311 0.431 -1.423
C 1.1091 1.5611 -2.0083 -2.011 0.495 -0.804
C 1.4550 2.2406 -0.6837 -2.553 0.760 1.780
C 0.0019 0.5171 -1.5703 1.410 0.002 1.610
C 1.1756 1.1743 0.4415 -0.603 -0.025 -0.593
C 0.6788 -0.0895 -0.2384 -1.497 -0.223 -0.709
C -0.3152 -0.9603 0.5354 0.225 -0.224 -0.733
O -1.4483 -2.4030 4.1443 0.373 -0.440 -0.070
O 0.4957 -2.9042 -0.6458 0.481 -0.091 0.500
O -1.6627 0.6973 1.6899 0.404 -0.029 0.109
O -1.6976 -2.5933 -0.6667 0.411 0.196 0.973
H -2.4601 -2.0682 1.0367 -1.179 -1.514 -1.206
H 0.6359 2.3014 -2.7104 0.566 -0.381 0.385
H 1.9514 1.1215 -2.5707 -0.268 -0.198 0.532
H 2.4571 2.6449 -0.5147 -0.193 0.377 -0.538
H 0.5674 3.0469 -0.4790 2.470 -1.321 -0.650
H -1.0104 0.8817 -1.2595 1.076 0.707 0.047
H -0.3035 -0.2102 -2.2779 0.444 -1.015 -0.968
H 2.0465 0.9003 0.9811 1.050 0.080 0.736
H 0.3932 1.4631 1.1322 -0.006 0.488 0.181
H 1.5538 -0.7416 -0.4096 -0.475 0.195 -0.710
```
Forces are in eV/Å.


(4)
A single C12H11N5O2S molecule. Source: the OMol25 dataset; level of theory: ωB97M-V/def2-TZVPD.

Values from the calculation:
orbital gap: 0.2615 Eh
charge: 0
energy relative to the best compared isomer or geometry (same formula, charge and spin): 0.00 kJ/mol

Structure (XYZ):
```
31
Properties=species:S:1:pos:R:3:forces:R:3
C 1.1306 3.2149 -0.9231 -0.034 -0.107 0.127
H 1.9830 2.6347 -1.2651 0.057 0.009 -0.055
H 1.4336 4.2526 -0.8228 0.030 0.115 -0.014
C 0.6604 2.6914 0.4292 0.314 0.712 -0.098
N 0.2098 1.3212 0.3193 0.418 -0.766 0.039
N -1.0857 1.1221 0.2859 -1.114 -0.376 -0.080
C -1.5374 -0.1083 0.1581 0.928 0.852 0.087
N -0.7398 -1.2025 0.0600 0.646 -0.355 -0.009
C 0.5388 -1.0088 0.0988 -0.582 0.434 0.014
C 1.1169 0.3088 0.2273 0.296 -0.246 0.018
N 2.3864 0.5745 0.2623 -0.466 0.803 0.083
C 3.2970 -0.4312 0.1803 0.010 -0.265 -0.038
O 4.4856 -0.2312 0.2111 0.161 -0.040 0.006
N 2.8081 -1.7619 0.0484 0.169 -0.070 0.001
C 1.4924 -2.1450 0.0050 0.195 -0.306 -0.020
O 1.1541 -3.3025 -0.0993 -0.126 0.173 0.010
C 3.7833 -2.8339 -0.0396 0.233 -0.224 -0.026
H 4.7745 -2.3890 -0.0052 -0.138 -0.072 -0.005
H 3.6445 -3.5241 0.7929 0.019 -0.014 -0.063
H 3.6398 -3.3809 -0.9715 0.019 -0.024 0.063
C -2.9527 -0.3310 0.1194 -1.034 -0.184 -0.029
C -3.9699 0.5898 0.1968 0.624 -0.271 -0.021
C -5.2366 -0.0073 0.1227 -0.252 -0.289 -0.030
C -5.1662 -1.3637 -0.0088 0.240 -0.049 -0.002
S -3.5570 -1.9450 -0.0454 -0.193 0.554 0.051
H -5.9803 -2.0570 -0.0866 -0.182 -0.127 -0.015
H -6.1608 0.5401 0.1647 -0.170 0.061 0.004
H -3.7919 1.6438 0.3020 0.050 0.201 0.020
H 1.4926 2.7059 1.1357 -0.146 0.012 0.008
H -0.1833 3.2722 0.8044 0.106 -0.171 0.038
H 0.3303 3.1516 -1.6569 -0.076 0.030 -0.064
```
Forces are in eV/Å.


(5)
A single C4H7ClO2S molecule. Source: the OMol25 dataset; level of theory: ωB97M-V/def2-TZVPD.

Values from the calculation:
orbital gap: 0.3549 Eh
charge: 0
energy relative to the best compared isomer or geometry (same formula, charge and spin): 83.30 kJ/mol

Structure (XYZ):
```
15
Properties=species:S:1:pos:R:3:forces:R:3
C 0.3660 -1.3844 -0.0001 0.566 -0.268 -2.687
C 1.0656 -0.0658 -0.1676 -0.890 1.297 0.787
C 0.1328 1.2025 -0.0817 0.419 0.877 1.019
C -1.0435 0.9225 -1.0082 0.806 -0.758 -2.220
H -1.4359 -1.9166 1.2191 -0.109 -0.214 0.413
H 1.0583 -2.1871 -0.5099 -1.532 1.156 1.378
H -0.5009 -1.1479 -0.6973 1.062 -1.687 1.102
H 1.3729 -0.0284 -1.1948 1.022 -0.005 -0.262
H 0.8307 2.0690 -0.4649 -1.708 -1.417 0.593
H -0.7647 0.8655 1.7490 1.251 1.275 -1.416
H -2.0810 1.2856 -0.7818 0.720 -0.083 0.040
O -0.3029 1.6161 1.2387 -0.608 -1.435 -0.248
O -0.8139 0.2243 -2.0085 -1.268 1.846 1.501
S -0.1960 -1.6711 1.6621 -0.520 -0.365 0.175
Cl 2.3127 0.2158 1.0460 0.789 -0.217 -0.177
```
Forces are in eV/Å.